Record 1
Formula: C31H66BrCl29GaNP
Source: OMol25
Level of theory: wB97M-V/def2-TZVPD

Computed properties:
HOMO level (eV): -4.16
Energy (eV): -529571.558
Kohn-Sham gap (eV): 5.222
Charge: -1
E_LUMO (hartree): 0.039

Last column: Löwdin charge in e.
Cartesian coordinates (Å):
C (4.7829, 5.7000, 9.4354)  -0.13
C (3.9670, 4.3982, 9.4698)  -0.39
C (3.1002, 4.2407, 8.2042)  -0.80
Br (3.8074, 2.7667, 7.0935)  0.56
Ga (1.1118, 3.8980, 8.5339)  -0.10
Cl (0.7715, 1.7590, 9.2209)  -0.07
P (0.3476, 5.4683, 10.1478)  0.48
N (0.0591, 6.8761, 9.4213)  -0.45
H (5.3179, 5.7951, 8.4834)  0.07
H (5.5043, 5.7534, 10.2589)  0.06
H (4.1137, 6.5632, 9.5226)  0.07
H (4.6449, 3.5464, 9.5626)  0.07
H (3.3154, 4.4476, 10.3500)  0.06
H (3.1735, 5.1266, 7.5695)  0.02
H (0.3054, 4.0901, 7.2109)  -0.10
H (-0.7739, 4.9709, 10.8566)  -0.08
H (1.3082, 5.6601, 11.1872)  -0.09
H (-0.8994, 7.1734, 9.5819)  -0.10
Cl (1.2975, 4.7484, 4.5284)  0.54
C (0.7796, 3.4068, 3.4828)  -0.67
C (-0.7050, 3.4192, 3.2206)  -0.69
Cl (-1.6646, 3.0485, 4.6739)  0.53
H (1.0916, 2.4806, 3.9618)  0.07
H (1.3067, 3.5104, 2.5339)  0.03
H (-0.9462, 2.6577, 2.4770)  0.02
H (-1.0334, 4.3872, 2.8477)  0.06
Cl (0.6389, 1.9403, 0.1667)  0.57
C (0.3300, 2.8637, -1.3211)  -0.66
C (0.9278, 4.2446, -1.2743)  -0.66
Cl (0.1034, 5.3029, -0.1032)  0.56
H (-0.7461, 2.8954, -1.4708)  0.03
H (0.7837, 2.3037, -2.1382)  0.07
H (0.8259, 4.7114, -2.2531)  0.07
H (1.9813, 4.2102, -1.0071)  0.07
Cl (-2.7657, 1.2480, -0.4084)  0.55
C (-2.7240, -0.1849, 0.6551)  -0.66
C (-3.8496, -0.1926, 1.6464)  -0.70
Cl (-3.6451, 1.0652, 2.8903)  0.56
H (-1.7549, -0.2040, 1.1489)  0.06
H (-2.8080, -1.0520, 0.0024)  0.05
H (-3.8646, -1.1468, 2.1671)  0.04
H (-4.8084, -0.0446, 1.1539)  0.04
Cl (-7.0697, -0.9957, -0.7653)  0.55
C (-7.3951, -2.7074, -0.3695)  -0.67
C (-6.6165, -3.1639, 0.8351)  -0.64
Cl (-4.8638, -3.2280, 0.5073)  0.58
H (-7.1496, -3.2993, -1.2485)  0.07
H (-8.4651, -2.7878, -0.1855)  0.01
H (-6.9276, -4.1681, 1.1176)  0.07
H (-6.7689, -2.4961, 1.6802)  0.07
Cl (-10.4014, -3.3756, -5.0128)  0.56
C (-11.0327, -2.0096, -4.0555)  -0.65
C (-10.2974, -1.8492, -2.7530)  -0.65
Cl (-10.6174, -3.1931, -1.6184)  0.57
H (-12.0964, -2.1760, -3.9035)  0.07
H (-10.8993, -1.1123, -4.6563)  0.01
H (-10.6177, -0.9337, -2.2586)  0.08
H (-9.2225, -1.8016, -2.9125)  0.03
Cl (-6.1397, -0.9499, -8.6878)  0.54
C (-6.3085, -2.4635, -7.7501)  -0.65
C (-7.5285, -2.4570, -6.8686)  -0.66
Cl (-7.3851, -1.2849, -5.5284)  0.56
H (-5.3981, -2.5903, -7.1695)  0.07
H (-6.3870, -3.2704, -8.4768)  0.00
H (-7.6557, -3.4386, -6.4159)  0.06
H (-8.4288, -2.2125, -7.4290)  0.05
Cl (-10.1492, -0.2857, -9.6081)  0.53
C (-9.7974, 1.2519, -8.7758)  -0.66
C (-9.7696, 1.0891, -7.2793)  -0.65
Cl (-11.3913, 0.7404, -6.6157)  0.56
H (-10.5472, 1.9755, -9.0859)  0.07
H (-8.8190, 1.5837, -9.1198)  0.07
H (-9.4281, 2.0128, -6.8150)  0.08
H (-9.1054, 0.2825, -6.9789)  0.01
Cl (5.6117, 0.3485, 5.5199)  0.55
C (6.8717, 0.8050, 6.6905)  -0.68
C (8.1982, 1.1141, 6.0542)  -0.66
Cl (8.9970, -0.3473, 5.3926)  0.51
H (6.9608, -0.0014, 7.4147)  0.07
H (6.4949, 1.6939, 7.1983)  0.02
H (8.8690, 1.5107, 6.8135)  -0.01
H (8.0956, 1.8336, 5.2457)  0.07
Cl (6.5007, -0.1142, -0.0084)  0.53
C (6.0998, 0.0423, 1.7289)  -0.66
C (4.8403, -0.6983, 2.0895)  -0.67
Cl (3.4016, 0.0511, 1.3534)  0.53
H (6.0120, 1.1029, 1.9494)  0.07
H (6.9385, -0.3667, 2.2869)  0.07
H (4.7055, -0.6721, 3.1700)  0.02
H (4.8816, -1.7344, 1.7621)  0.07
Cl (-5.9210, -4.8398, -13.9984)  0.55
C (-6.6091, -3.4798, -13.0708)  -0.65
C (-5.9008, -3.2745, -11.7582)  -0.64
Cl (-6.2008, -4.6218, -10.6226)  0.57
H (-7.6673, -3.6844, -12.9256)  0.06
H (-6.5033, -2.5880, -13.6860)  0.08
H (-6.2677, -2.3677, -11.2796)  0.04
H (-4.8252, -3.1920, -11.8924)  0.07
Cl (12.7497, 2.1725, 8.4980)  0.56
C (12.0309, 1.9773, 10.1188)  -0.65
C (10.7746, 1.1465, 10.0789)  -0.65
Cl (9.4477, 1.9818, 9.2331)  0.60
H (11.8396, 2.9711, 10.5155)  0.07
H (12.7750, 1.4840, 10.7422)  0.07
H (10.4330, 0.9479, 11.0935)  0.07
H (10.9440, 0.1996, 9.5717)  0.07
Cl (-9.7940, -6.3113, -14.0636)  0.53
C (-8.5251, -7.5632, -14.0017)  -0.68
C (-8.9724, -8.8578, -14.6289)  -0.67
Cl (-10.2457, -9.6672, -13.6786)  0.53
H (-8.2466, -7.7007, -12.9597)  0.07
H (-7.6668, -7.1691, -14.5425)  0.04
H (-8.1286, -9.5441, -14.6814)  0.07
H (-9.3597, -8.6971, -15.6320)  0.07
Cl (16.9400, -0.1331, 7.8705)  0.53
C (15.6757, 0.3557, 6.7100)  -0.67
C (16.2278, 1.1928, 5.5854)  -0.67
Cl (16.7711, 2.7964, 6.1441)  0.53
H (14.9087, 0.8912, 7.2628)  0.01
H (15.2452, -0.5588, 6.3049)  0.07
H (15.4486, 1.3600, 4.8435)  0.07
H (17.0736, 0.7052, 5.1070)  0.07
Cl (7.6179, -4.5892, -2.6316)  0.53
C (6.8223, -3.0016, -2.8055)  -0.67
C (5.5793, -3.0773, -3.6528)  -0.66
Cl (5.9466, -3.4253, -5.3645)  0.52
H (7.5485, -2.3115, -3.2275)  0.07
H (6.5581, -2.6637, -1.8044)  0.04
H (5.0645, -2.1184, -3.6248)  0.07
H (4.9043, -3.8508, -3.2954)  0.07

Record 2
Formula: C27H69FO29P7
Source: OMol25
Level of theory: wB97M-V/def2-TZVPD

Computed properties:
HOMO level (eV): -11.85
Energy (eV): -156244.309
Kohn-Sham gap (eV): 9.646
Charge: +1
E_LUMO (hartree): -0.081

Last column: Löwdin charge in e.
Cartesian coordinates (Å):
C (-2.5586, -2.9762, -2.3136)  -0.07
C (-1.0371, -2.9822, -2.4568)  -0.14
C (-0.5542, -1.7182, -3.0909)  -0.46
O (-0.8496, -1.3227, -4.1965)  0.11
O (0.2908, -1.0018, -2.2896)  0.00
C (0.7907, 0.1837, -2.8815)  -0.22
C (1.4317, 0.9915, -1.7473)  -0.23
P (1.2643, 2.7541, -1.9944)  1.10
C (-0.3520, 3.2591, -1.3825)  -0.16
C (-0.9452, 4.5053, -2.0295)  -0.54
O (-1.5959, 5.2663, -1.3678)  0.13
O (-0.6817, 4.6272, -3.3392)  0.10
C (2.5103, 3.6065, -0.9897)  -0.20
C (3.3215, 4.6385, -1.7039)  -0.52
O (3.6030, 5.7049, -1.2765)  0.19
F (3.8067, 4.1704, -2.8596)  0.11
H (-2.8749, -2.3559, -1.4789)  0.08
H (-2.9063, -3.9890, -2.1274)  0.09
H (-3.0265, -2.6335, -3.2325)  0.07
H (-0.5615, -3.0909, -1.4841)  0.12
H (-0.6857, -3.8059, -3.0771)  0.13
H (1.5402, -0.0625, -3.6331)  0.14
H (0.0000, 0.7357, -3.3929)  0.12
H (0.8650, 0.7737, -0.8382)  0.12
H (2.4673, 0.7117, -1.5697)  0.11
H (1.4080, 3.1105, -3.3310)  0.08
H (-1.0515, 2.4349, -1.5400)  0.13
H (-0.2645, 3.4609, -0.3166)  0.09
H (-0.6917, 5.5725, -3.5675)  0.15
H (3.2106, 2.8362, -0.6313)  0.03
H (2.0287, 4.0453, -0.1204)  0.11
C (-1.4696, 3.7687, 5.6500)  -0.07
O (-0.9577, 4.6555, 4.6320)  -0.22
P (0.1107, 4.1029, 3.5993)  0.32
O (0.7584, 2.8523, 3.9735)  -0.21
O (1.0583, 5.3521, 3.3680)  -0.23
C (1.8725, 5.7754, 4.4772)  -0.08
O (-0.6416, 4.0245, 2.2098)  -0.22
C (-1.2430, 5.1954, 1.6208)  -0.08
H (-0.6979, 3.5613, 6.3872)  0.09
H (-2.3003, 4.2845, 6.1216)  0.09
H (-1.8174, 2.8348, 5.2140)  0.09
H (2.3949, 4.9246, 4.9142)  0.09
H (1.2521, 6.2607, 5.2295)  0.09
H (2.5943, 6.4886, 4.0907)  0.09
H (-0.4721, 5.9307, 1.3903)  0.09
H (-1.9921, 5.6402, 2.2741)  0.10
H (-1.7033, 4.8611, 0.7028)  0.05
C (-7.4364, -1.8968, -5.0006)  -0.08
O (-7.8097, -1.6939, -3.6264)  -0.22
P (-7.0415, -2.5123, -2.4951)  0.32
O (-6.2678, -3.6491, -2.9844)  -0.22
O (-8.1832, -2.8230, -1.4517)  -0.22
C (-9.2365, -3.7185, -1.8326)  -0.07
O (-6.1912, -1.4396, -1.7124)  -0.21
C (-6.8649, -0.3259, -1.0873)  -0.07
H (-7.7552, -2.8809, -5.3369)  0.09
H (-7.9440, -1.1301, -5.5791)  0.09
H (-6.3600, -1.8017, -5.1322)  0.09
H (-8.8270, -4.6282, -2.2713)  0.09
H (-9.9044, -3.2289, -2.5409)  0.09
H (-9.7859, -3.9656, -0.9293)  0.08
H (-7.5443, -0.6696, -0.3081)  0.06
H (-7.4159, 0.2477, -1.8318)  0.09
H (-6.0923, 0.2987, -0.6473)  0.09
C (2.1009, -5.7990, -6.7882)  -0.09
O (1.1629, -4.8124, -7.2526)  -0.23
P (-0.2618, -5.3146, -7.7755)  0.33
O (-0.3205, -6.7408, -8.0659)  -0.21
O (-0.5503, -4.3266, -8.9789)  -0.22
C (0.2758, -4.4473, -10.1460)  -0.08
O (-1.2984, -4.8274, -6.6963)  -0.19
C (-1.4124, -3.4326, -6.3737)  -0.09
H (2.4807, -6.3815, -7.6245)  0.09
H (2.9183, -5.2585, -6.3180)  0.08
H (1.6398, -6.4681, -6.0641)  0.09
H (0.3412, -5.4879, -10.4622)  0.09
H (1.2725, -4.0558, -9.9414)  0.09
H (-0.1915, -3.8597, -10.9302)  0.09
H (-1.7494, -2.8681, -7.2415)  0.09
H (-0.4594, -3.0423, -6.0250)  0.07
H (-2.1485, -3.3472, -5.5814)  0.08
C (7.0123, 3.7190, -1.0835)  -0.06
O (6.8088, 3.4706, 0.3179)  -0.20
P (5.6331, 2.5036, 0.7815)  0.39
O (4.6075, 2.2863, -0.2510)  -0.23
O (5.0989, 3.2175, 2.0942)  -0.17
C (4.4023, 4.4249, 1.7930)  -0.06
O (6.3074, 1.2034, 1.3124)  -0.18
C (7.2661, 1.2561, 2.3951)  -0.05
H (6.2114, 4.3436, -1.4767)  0.07
H (7.9576, 4.2454, -1.1738)  0.10
H (7.0593, 2.7876, -1.6447)  0.10
H (3.7359, 4.2117, 0.9593)  0.04
H (5.0862, 5.2260, 1.5114)  0.11
H (3.8122, 4.7317, 2.6508)  0.08
H (6.7932, 1.6188, 3.3038)  0.09
H (8.1050, 1.8962, 2.1264)  0.09
H (7.6228, 0.2465, 2.5638)  0.09
C (-11.2160, -2.8719, 2.3321)  -0.08
O (-10.0587, -2.6665, 3.1614)  -0.22
P (-9.0631, -1.4745, 2.8069)  0.33
O (-9.2156, -0.9379, 1.4572)  -0.21
O (-7.6472, -2.0927, 3.1514)  -0.21
C (-7.1847, -3.1719, 2.3220)  -0.07
O (-9.2621, -0.4113, 3.9484)  -0.20
C (-9.0582, -0.7759, 5.3225)  -0.08
H (-10.9174, -3.2593, 1.3602)  0.07
H (-11.8403, -3.6007, 2.8408)  0.09
H (-11.7709, -1.9456, 2.1973)  0.09
H (-7.2945, -2.9218, 1.2660)  0.07
H (-7.7415, -4.0809, 2.5489)  0.09
H (-6.1347, -3.3239, 2.5526)  0.09
H (-8.0213, -1.0609, 5.4901)  0.09
H (-9.7200, -1.5949, 5.6020)  0.09
H (-9.2950, 0.1004, 5.9179)  0.09
C (9.7692, 0.7063, 7.8755)  -0.08
O (10.3939, -0.3612, 7.1409)  -0.22
P (9.7966, -0.7729, 5.7229)  0.32
O (8.4487, -0.2748, 5.4622)  -0.23
O (9.9732, -2.3437, 5.7150)  -0.22
C (9.1766, -3.1090, 6.6326)  -0.08
O (10.8666, -0.3023, 4.6695)  -0.20
C (12.2169, -0.7901, 4.7418)  -0.08
H (8.7995, 0.3870, 8.2515)  0.09
H (10.4265, 0.9391, 8.7082)  0.09
H (9.6438, 1.5891, 7.2516)  0.09
H (8.1318, -2.8054, 6.5769)  0.09
H (9.5504, -2.9804, 7.6481)  0.09
H (9.2678, -4.1506, 6.3413)  0.09
H (12.2398, -1.8669, 4.5878)  0.09
H (12.6605, -0.5408, 5.7050)  0.09
H (12.7713, -0.2979, 3.9488)  0.09

Record 3
Formula: C5H12O
Source: OMol25
Level of theory: wB97M-V/def2-TZVPD

Computed properties:
Energy relative to the best compared isomer or geometry (same formula, charge and spin) (kcal per mole): 68.9
HOMO level (eV): -8.22
Energy (eV): -7424.325
Kohn-Sham gap (eV): 9.128
Charge: 0
E_LUMO (hartree): 0.034

Last column: Löwdin charge in e.
Cartesian coordinates (Å):
C (0.1910, 1.1210, -0.8200)  -0.41
C (-0.0960, -0.7056, -0.2450)  -0.33
C (0.1543, 1.6068, 0.5188)  -0.12
C (1.1778, -1.5364, -0.2370)  -0.12
C (-0.9871, -1.0424, 0.9330)  -0.12
O (-0.7485, 1.4742, -1.7336)  -0.01
H (-1.6169, 1.5396, -1.3102)  0.11
H (1.1707, 1.1794, -1.2906)  0.14
H (-0.6560, -1.0008, -1.1409)  0.10
H (-0.8024, 1.6898, 1.0198)  0.06
H (1.0239, 1.4347, 1.1352)  0.08
H (0.3350, 2.9554, 0.1692)  0.17
H (0.9607, -2.6088, -0.2779)  0.07
H (1.7529, -1.3501, 0.6727)  0.07
H (1.8035, -1.3122, -1.1017)  0.07
H (-1.9244, -0.4874, 0.8821)  0.07
H (-1.2473, -2.1062, 0.9385)  0.08
H (-0.4910, -0.8509, 1.8874)  0.07

Record 4
Formula: C4H7N3O
Source: OMol25
Level of theory: wB97M-V/def2-TZVPD

Computed properties:
Energy relative to the best compared isomer or geometry (same formula, charge and spin) (kcal per mole): 52.3
HOMO level (eV): -9.14
SMILES: [H]/N=C(/C=C)NC(N)=O
Energy (eV): -10777.481
Kohn-Sham gap (eV): 9.854
Charge: 0
E_LUMO (hartree): 0.026

Last column: Löwdin charge in e.
Cartesian coordinates (Å):
H (2.3736, 0.7129, 1.7239)  0.05
N (2.1190, 0.8979, 0.7553)  0.13
C (1.0738, 0.3073, 0.3381)  -0.46
C (0.0573, 0.9396, -0.6441)  -0.14
C (-0.4777, 2.1300, -0.3402)  0.03
N (0.7957, -1.0056, 0.5176)  0.14
C (-0.4964, -1.5752, 0.2910)  -0.52
N (-1.2602, -1.3782, -0.8222)  0.12
O (-0.7587, -2.5588, 0.9864)  0.06
H (0.1501, 0.6073, -1.6726)  0.10
H (-0.7807, 2.8145, -1.1254)  0.06
H (-0.4894, 2.4934, 0.6838)  0.06
H (1.3291, -1.4754, 1.2356)  0.15
H (-1.6428, -2.2172, -1.2405)  0.11
H (-1.9927, -0.6926, -0.6865)  0.10

- Which value of energy does entry 4 give?
  -10777.481 eV